30
Properties=species:S:1:pos:R:3 method="wB97M-V/def2-TZVPD" gap_ha=0.416 charge=0 smiles=ClCCl.ClCCl.ClCCl.ClCCl.ClCCl.ClCCl
Cl 4.908 1.744 1.589
Cl 0.991 1.514 5.794
Cl -0.282 -1.801 1.645
Cl -2.695 2.215 -0.160
Cl -0.905 -3.501 -1.661
Cl -2.303 -5.220 -3.540
Cl -0.760 1.204 3.462
Cl 0.081 0.253 -3.950
Cl 0.989 0.448 0.407
Cl 3.521 4.256 2.243
Cl -3.385 1.148 -2.783
Cl 1.101 -2.513 -4.049
C -2.334 2.267 -1.904
C -0.645 1.748 5.148
C -0.783 -4.936 -2.702
C 3.386 2.506 2.073
C 0.783 -1.082 -3.030
C -0.514 -0.495 0.475
H -2.448 3.284 -2.262
H -0.798 -0.877 -0.500
H 2.631 2.331 1.315
H 0.089 -1.394 -2.259
H -0.617 -5.789 -2.058
H -0.876 2.803 5.206
H 3.035 2.078 3.006
H -1.301 1.974 -2.056
H -1.306 1.143 5.755
H 1.732 -0.757 -2.624
H 0.007 -4.713 -3.407
H -1.303 0.161 0.826

---

30
Properties=species:S:1:pos:R:3 method="wB97M-V/def2-TZVPD" gap_ha=0.403 charge=0 smiles=ClCCl.ClCCl.ClCCl.ClCCl.ClCCl.ClCCl
Cl -5.551 0.644 -3.826
Cl -1.586 1.874 -0.075
Cl -0.660 4.568 0.260
Cl 4.024 2.591 3.377
Cl 1.613 -3.890 -1.061
Cl -0.858 -2.525 0.916
Cl 2.973 1.189 0.986
Cl -0.929 -0.562 -2.161
Cl 1.583 0.791 -2.483
Cl 3.044 -2.072 0.659
Cl 0.454 -0.962 3.021
Cl -4.765 1.632 -1.125
C -4.347 0.519 -2.531
C -0.911 3.314 -1.005
C 2.588 -3.797 0.362
C -0.995 -1.175 2.024
C 2.943 1.227 2.824
C 0.753 -0.443 -1.577
H 1.919 1.351 3.176
H 3.279 0.287 3.262
H -1.116 -0.281 1.414
H -1.629 3.686 -1.736
H 0.801 -0.154 -0.527
H -3.386 0.805 -2.960
H -1.819 -1.349 2.716
H 3.526 -4.340 0.243
H -4.349 -0.507 -2.162
H 2.085 -4.156 1.260
H 0.008 3.104 -1.552
H 1.309 -1.370 -1.718

---

30
Properties=species:S:1:pos:R:3 method="wB97M-V/def2-TZVPD" multiplicity=2 gap_ha="0.360 / 0.084" charge=+1
Cl 2.362 3.743 -5.402
Cl 3.588 -4.257 1.107
Cl -4.442 2.474 2.879
Cl 0.616 1.079 -1.851
Cl 4.041 -3.085 3.740
Cl 2.853 0.864 1.469
Cl -2.546 -3.005 -0.850
Cl 0.837 -1.228 -0.017
Cl -3.031 0.164 1.931
Cl -0.370 3.046 -5.562
Cl 3.039 3.824 1.884
Cl -4.819 -4.087 0.876
C 3.504 -2.778 2.082
C 3.228 2.431 0.731
C 1.076 2.842 -4.673
C -3.465 1.085 3.339
C -4.275 -3.556 -0.789
C -0.295 0.002 -0.709
H -4.499 -4.306 -1.547
H -0.763 0.615 0.061
H -2.537 1.349 3.846
H 4.164 -2.045 1.618
H -4.882 -2.675 -0.998
H -4.024 0.493 4.064
H 0.979 3.055 -3.609
H 4.275 2.453 0.429
H 2.543 2.543 -0.109
H 2.502 -2.353 2.035
H -1.101 -0.503 -1.243
H 1.442 1.817 -4.729

---

23
Properties=species:S:1:pos:R:3 method="wB97M-V/def2-TZVPD" gap_ha="0.257 / 0.257" charge=0
Cl -2.375 0.888 2.850
Cl -3.091 -0.736 -2.359
Si -1.232 1.245 1.225
Si -1.813 -1.081 -0.871
O -1.812 0.186 0.106
C 1.354 -1.099 -1.887
C 3.954 -0.700 -1.506
C 0.594 0.849 1.542
C 2.512 -0.898 -1.636
C -1.539 2.965 0.489
C -1.901 -2.736 0.029
H 0.769 0.481 2.551
H 4.384 -0.391 -2.459
H -1.059 -2.851 0.704
H 4.432 -1.627 -1.187
H 4.150 0.075 -0.763
H 1.211 1.737 1.408
H -1.139 3.748 1.128
H -1.045 3.043 -0.477
H 0.951 0.098 0.837
H -1.887 -3.564 -0.673
H -2.598 3.167 0.337
H -2.819 -2.798 0.613

---

22
Properties=species:S:1:pos:R:3 method="wB97M-V/def2-TZVPD" gap_ha=0.352 charge=0 smiles=ClCCCSSCCCCl
Cl 3.756 -0.404 0.714
Cl -3.511 -0.959 -0.828
S 1.063 1.527 -0.486
S -0.935 1.799 -0.136
C 2.888 -1.528 -0.310
C 1.365 -1.281 -0.495
C -1.696 -0.593 1.257
C -3.113 -0.878 0.963
C -1.244 0.839 1.417
C 1.111 0.008 -1.435
H -0.364 0.901 2.100
H -2.136 1.392 1.895
H -3.826 -0.121 1.313
H 0.774 -1.143 0.446
H -1.023 -1.158 0.554
H -3.407 -1.881 1.382
H 1.035 -2.179 -1.118
H 2.940 -2.508 0.079
H 3.494 -1.575 -1.333
H 1.918 -0.022 -2.187
H 0.137 -0.144 -1.874
H -1.615 -1.007 2.247

---

24
Properties=species:S:1:pos:R:3 method="wB97M-V/def2-TZVPD" gap_ha=0.240 charge=0
Cl 1.435 -3.277 -0.494
O -0.834 -1.004 3.950
O 1.646 0.312 -2.631
N -0.160 1.093 1.264
N -1.401 -0.303 -1.907
N -0.476 -0.353 2.800
C 0.892 0.648 -1.463
C 0.384 -0.101 0.854
C -0.690 0.888 2.479
C -0.578 0.921 -1.856
C 0.222 -1.041 1.812
C 1.083 -0.458 -0.418
H -1.426 -1.717 3.660
H -1.336 -0.739 -2.822
H 2.133 -0.643 -0.197
H -0.547 1.364 -2.862
H 1.296 1.612 -1.081
H 1.965 1.150 -2.980
H -0.151 1.956 0.748
H -1.068 1.607 -1.155
H -1.212 1.599 3.101
H 0.556 -2.072 1.818
H -2.367 0.017 -1.875
H 0.634 -1.459 -0.742

---

23
Properties=species:S:1:pos:R:3 method="wB97M-V/def2-TZVPD" gap_ha=0.320 charge=0
F -3.314 -1.026 0.973
F -5.143 0.000 0.408
O -0.396 0.642 -0.037
N -3.177 0.892 -0.360
N -1.286 -1.003 -1.536
C -1.095 -0.118 -0.748
C 1.564 -0.609 0.741
C 2.906 -1.151 0.261
C 1.620 1.888 0.228
C -3.869 -0.244 -0.059
C 1.066 0.527 -0.153
H -0.745 -1.734 -1.955
H -2.934 1.417 0.475
H 3.278 -1.898 0.957
H 1.652 -0.246 1.766
H 2.804 -1.615 -0.717
H 3.643 -0.356 0.188
H 1.291 0.302 -1.203
H 1.199 2.656 -0.412
H 1.369 2.116 1.260
H -3.965 -0.914 -0.926
H 2.702 1.891 0.114
H 0.828 -1.415 0.737

---

24
Properties=species:S:1:pos:R:3 method="wB97M-V/def2-TZVPD" multiplicity=3 gap_ha="0.269 / 0.289" charge=0
P -0.522 -1.036 -0.675
F 1.865 -1.782 0.480
F -1.201 -2.245 2.026
F 0.815 -2.519 2.859
N -0.768 1.317 0.952
N 0.622 -0.387 -1.709
C -2.134 1.589 0.676
C 0.519 -0.544 -3.119
C 0.080 -2.136 1.783
C -0.504 1.075 2.334
C 0.577 -1.629 0.651
C 1.865 0.347 -1.446
H 2.081 0.329 -0.398
H 0.571 0.833 2.454
H 1.599 1.295 -1.638
H 1.358 -0.917 -3.584
H -2.044 1.734 -0.452
H -0.407 -1.095 -3.410
H -0.973 0.196 2.695
H -2.350 2.620 0.998
H -2.937 0.721 1.040
H -0.953 1.985 3.032
H 2.553 -0.145 -2.044
H 0.288 0.393 -3.504

---

22
Properties=species:S:1:pos:R:3 method="wB97M-V/def2-TZVPD" multiplicity=3 gap_ha="0.208 / 0.254" charge=0
F -0.026 -1.424 1.383
O 2.677 -0.220 0.622
O 2.176 -0.232 -1.572
N 0.637 1.138 1.453
C 1.865 -0.020 -0.419
C -0.044 1.584 -0.972
C -1.964 -0.407 0.473
C 0.506 0.544 0.081
C -0.581 -0.840 0.208
C -0.425 -1.885 -0.820
H -0.133 1.313 -2.121
H 0.688 -1.898 -1.118
H -0.113 1.174 2.091
H 1.283 1.996 1.312
H -2.229 -0.615 1.502
H -0.892 2.020 -0.605
H -2.653 -0.873 -0.244
H 0.703 2.431 -0.979
H -1.069 -1.494 -1.675
H -1.995 0.732 0.433
H -0.751 -2.878 -0.584
H 2.339 -0.146 1.552

---

25
Properties=species:S:1:pos:R:3 method="wB97M-V/def2-TZVPD" gap_ha=0.397 charge=0 smiles="CC(=O)OCCCCNS(=O)(=O)F"
S -1.169 1.429 -2.365
F -0.351 2.579 -3.020
O -1.575 0.540 -3.389
O -2.181 2.040 -1.585
O -1.100 1.398 2.654
O 0.019 -0.516 2.187
N -0.089 0.711 -1.353
C -0.219 -2.020 0.345
C -0.067 0.837 2.347
C -0.952 -1.072 1.278
C 1.230 1.558 2.119
C 0.328 -0.653 -1.734
C 0.868 -1.368 -0.500
H 1.231 2.486 2.673
H -1.625 -1.675 1.877
H 1.475 -0.696 0.095
H -1.498 -0.296 0.759
H -0.467 -1.224 -2.186
H -0.918 -2.586 -0.263
H 0.712 1.306 -1.193
H 1.151 -0.608 -2.445
H 0.267 -2.737 1.003
H 1.525 -2.163 -0.838
H 1.361 1.800 1.073
H 2.046 0.930 2.459

---

25
Properties=species:S:1:pos:R:3 method="wB97M-V/def2-TZVPD" gap_ha="0.343 / 0.297" charge=0
F -1.123 -0.200 -1.518
O -0.748 2.422 -0.207
O 2.005 2.151 -0.161
O 2.861 -0.757 -0.177
O 0.716 -2.103 -1.080
O -1.553 -2.324 0.142
N -3.076 1.108 0.367
C 0.752 -1.536 0.242
C -0.162 1.200 0.205
C 1.695 -0.322 0.430
C 1.215 0.953 -0.282
C -0.997 -0.044 -0.212
C -0.787 -1.265 0.524
H 3.327 0.089 -0.517
H -0.924 -1.077 1.552
H 1.925 -0.102 1.581
H -1.356 -2.339 -0.800
H 1.591 -1.825 -1.493
H -1.691 2.228 0.058
H 1.390 2.868 -0.033
H 1.078 -2.238 1.019
H -3.516 1.117 -0.529
H -0.227 0.927 1.346
H -3.561 0.370 0.908
H 1.164 0.700 -1.365

---

30
Properties=species:S:1:pos:R:3 method="wB97M-V/def2-TZVPD" gap_ha=0.312 charge=+1
S 0.189 -2.631 -0.969
P 3.609 -3.309 -0.565
P 2.147 -1.725 -1.006
F -1.603 0.821 2.652
O -0.738 2.751 3.454
O -1.429 0.479 -2.945
O 4.147 -3.741 -1.834
O -2.017 4.238 2.366
O 4.736 -2.602 0.311
O -2.392 1.667 -1.303
O -0.260 4.956 3.575
O 2.979 -4.458 0.304
C -0.386 -0.455 -2.718
C -0.993 -1.641 -1.962
C -2.471 2.936 1.987
C -1.923 2.074 3.098
C -0.935 4.082 3.173
C -1.413 1.441 -1.960
H 4.869 -1.727 -0.071
H -3.555 2.905 1.919
H -0.008 -0.803 -3.665
H -2.047 2.671 1.019
H -2.570 1.988 3.971
H 0.409 0.045 -2.172
H -1.420 -2.345 -2.656
H 3.290 -4.377 1.217
H 2.361 -1.459 -2.372
H -0.494 2.014 -1.800
H -1.806 -1.299 -1.337
H -0.275 -2.497 0.290